# 1
72
Properties=species:S:1:pos:R:3:mulliken_charge:R:1 method="wB97M-V/def2-TZVPD" e_homo_ev=-10.4 lumo_energy_ev=-3.11 total_charge=+1 energy_ev=-101706.7824 homo_lumo_gap_ev=7.33 e_above_lowest_kj_mol=0.0
H 3.794 0.590 -2.251 0.4647
C -4.073 -2.555 -2.511 0.8908
C -0.707 3.745 1.507 -0.5811
C 2.545 2.771 0.215 -0.3066
C 2.004 -0.723 -0.742 0.0733
N 1.695 5.850 4.173 -0.6704
H -2.504 -3.500 0.494 0.4822
O -2.655 1.159 -1.332 -1.0283
C -4.870 -1.714 -1.788 -0.7897
S 0.595 6.573 5.103 0.1778
H -3.377 2.568 0.046 0.2693
C -0.178 -1.288 -3.265 -0.3074
H -4.511 3.958 1.764 0.4671
C 6.198 -1.453 -1.027 -0.4093
N -0.989 -0.543 -2.547 -0.3541
H 3.658 4.738 2.724 0.5429
H 0.521 -3.884 -1.618 0.1430
H -1.866 -1.732 2.917 0.2638
N 1.233 2.873 0.373 -0.0075
C 1.027 5.144 3.275 0.8547
C 3.465 3.422 1.032 -0.8875
H -2.196 -3.889 -4.032 0.4416
C 1.613 4.331 2.230 0.5129
O 1.570 0.327 -1.304 -0.5448
C -2.275 -0.943 -2.355 0.2661
C -0.058 -4.503 -0.935 -0.8512
C -2.657 4.625 2.616 -0.4702
H 3.428 -2.649 0.511 0.4293
C 3.463 -0.994 -0.845 0.7190
H -5.884 -2.001 -1.543 0.4765
H -0.547 -4.561 1.166 0.4946
S -0.667 0.022 0.886 -0.2393
C 5.618 -0.426 -1.760 -1.1053
C 5.412 -2.254 -0.208 -0.6855
C -2.266 -2.635 2.458 -1.2508
H -3.090 5.241 3.393 0.5523
Cl -5.451 0.583 -0.482 -0.2120
C -0.590 -2.493 -3.855 -1.0188
C -1.859 -2.947 -3.622 -0.7482
H 1.011 -3.815 0.807 0.3619
C -0.017 -3.917 0.464 -0.7665
N 1.276 -1.640 -0.131 -0.0993
C -0.377 5.246 3.410 0.7948
C -2.745 -2.181 -2.834 0.5301
Cl -4.685 -4.089 -3.031 -0.2513
C 0.044 -1.492 0.323 0.2316
Bi -0.469 1.487 -1.177 1.3744
N -0.658 -2.596 0.556 0.4910
C 4.049 -2.030 -0.121 -0.2354
H -3.328 -2.699 2.695 0.4424
C 4.255 -0.196 -1.668 -0.1774
C -4.394 -0.458 -1.369 0.8793
H 0.837 -0.928 -3.386 0.5786
H 7.262 -1.632 -1.097 0.4091
C 0.757 3.643 1.363 -0.4558
H 2.877 2.130 -0.591 0.5022
H -2.567 -1.744 0.506 -0.0862
H -1.768 -3.498 2.903 0.3614
H 0.108 -3.057 -4.457 0.4377
N -0.753 6.027 4.410 -0.6600
C -2.074 -2.607 0.950 -0.4089
H 0.366 -5.507 -0.932 0.4630
H 4.523 3.297 0.857 0.4658
H 6.228 0.191 -2.406 0.4279
N -1.482 3.056 0.645 -0.0240
C -1.267 4.539 2.511 0.6234
C -3.431 3.924 1.726 -0.9545
C 2.992 4.210 2.055 -0.5604
H -1.083 -4.568 -1.303 0.2151
C -2.804 3.148 0.755 -0.0567
C -3.115 -0.026 -1.653 -0.3412
H 5.864 -3.056 0.359 0.4339



# 2
71
Properties=species:S:1:pos:R:3:lowdin_spin:R:1 method="wB97M-V/def2-TZVPD" e_homo_ev="-4.8 / -4.8" lumo_energy_ev="2.66 / 2.44" total_charge=-1 s_squared=0.7543 energy_ev=-175945.4359 multiplicity=2 homo_lumo_gap_ev="7.41 / 7.23"
H 0.020 4.121 3.246 0.0000
N 2.378 -0.220 2.827 0.0081
C -0.226 -3.362 1.349 0.0050
H -4.961 -1.880 0.874 0.0000
C -3.110 0.661 2.142 0.0000
C 1.795 1.955 -2.407 0.0000
H -1.025 -5.015 0.259 0.0001
C 2.615 -1.196 -3.826 0.0020
C -2.931 -1.436 0.334 0.0000
H -3.184 1.472 2.859 0.0000
H -2.925 6.881 1.811 0.0000
H -1.320 1.441 -1.192 0.0000
C 2.494 2.052 -1.213 -0.0002
C 3.325 -0.716 -4.911 0.0002
C -2.212 -4.612 2.008 -0.0002
H -2.912 -5.418 1.814 0.0001
C 0.513 -1.492 2.869 0.0043
H -0.929 -0.794 -0.008 -0.0003
H -1.601 -2.136 4.223 0.0001
C -1.844 -0.593 0.535 -0.0003
N 1.565 -1.160 2.213 0.0666
H 0.332 -0.969 3.807 0.0036
C -4.193 -0.185 1.951 0.0000
C -4.110 -1.228 1.034 0.0000
S 0.822 -2.338 -2.418 0.0041
H -5.101 -0.035 2.525 0.0000
C -2.965 4.914 0.945 0.0000
H 3.569 2.179 -1.217 0.0000
C 0.772 -1.866 -5.231 0.0004
C 0.423 1.740 -2.391 -0.0001
H 1.042 -1.457 -7.315 0.0000
C 1.478 -1.384 -6.325 0.0000
N 4.476 0.629 2.946 0.0056
O 4.131 -0.736 -2.059 -0.0006
C 3.586 -0.242 2.358 0.0113
C -1.166 -4.404 1.143 0.0053
N 2.099 -1.755 -1.567 0.0381
H -0.214 -2.299 -5.339 0.0000
H -0.124 1.637 -3.322 0.0000
H -2.833 -2.255 -0.368 0.0000
C -0.819 4.346 2.598 0.0000
H -3.801 5.134 0.292 0.0000
C 2.744 -0.817 -6.169 0.0001
C 3.060 -1.197 -2.387 0.0015
H 4.303 -0.276 -4.757 0.0000
Cu 2.087 -1.880 0.445 0.6674
H -1.003 6.374 3.286 0.0000
C 0.438 1.728 0.020 -0.0002
H -3.224 -3.955 3.808 0.0001
H 2.322 2.028 -3.351 0.0000
C -1.931 0.478 1.420 0.0001
S 4.199 -1.252 1.083 0.0962
C -0.254 1.629 -1.185 0.0000
H 5.307 0.830 2.420 0.0014
C -1.306 3.353 1.752 -0.0001
C -2.469 5.898 1.793 0.0000
C -2.389 3.651 0.928 0.0000
C -0.400 -2.552 2.501 0.0026
H 4.078 1.366 3.503 0.0007
C -1.486 -2.786 3.361 -0.0009
O 0.720 -3.202 0.478 0.0753
H 3.277 -0.456 -7.040 0.0000
O -0.397 -1.664 -2.046 -0.0004
C -1.394 5.614 2.621 0.0000
As -0.380 1.612 1.795 -0.0001
O 0.796 -3.773 -2.471 -0.0005
C 1.372 -1.754 -3.990 0.0022
H -2.790 2.889 0.271 0.0000
C -2.391 -3.795 3.136 0.0016
H 2.364 1.990 0.928 0.0001
C 1.816 1.939 -0.006 -0.0003



# 3
85
Properties=species:S:1:pos:R:3:mulliken_charge:R:1 method="wB97M-V/def2-TZVPD" e_homo_ev=-6.7 lumo_energy_ev=-0.11 total_charge=-1 energy_ev=-89178.6325 homo_lumo_gap_ev=6.63 e_above_lowest_kj_mol=58.4
H 25.087 -44.505 -12.033 0.6607
C 26.864 -47.122 -10.781 0.4282
O 32.535 -39.288 -8.111 -0.6193
H 31.114 -42.787 -14.496 0.3002
H 29.504 -42.894 -10.792 0.1401
C 25.992 -40.931 -2.738 0.0264
O 21.436 -43.687 -9.465 -0.6874
C 30.121 -43.436 -11.466 -0.7985
H 28.186 -44.507 -5.095 0.4758
O 31.923 -38.733 -3.463 -0.5366
H 24.827 -39.797 -3.098 0.3686
F 30.296 -44.455 -7.466 -0.2236
C 24.053 -48.120 -10.538 0.1248
F 28.207 -44.799 -6.716 -0.5880
H 22.394 -48.287 -9.604 0.3807
H 33.140 -38.423 -5.601 0.3563
O 25.835 -42.519 -8.049 -0.4310
H 29.838 -42.131 -5.621 0.6203
C 32.129 -39.745 -7.001 0.3514
O 25.397 -39.740 -2.359 -0.5282
C 31.190 -40.952 -7.061 0.4041
C 27.000 -41.643 -1.831 -0.6930
O 26.744 -43.181 -10.571 -0.5194
H 32.767 -42.594 -13.772 0.2687
C 35.892 -43.541 -8.523 -0.1564
H 36.517 -43.032 -10.264 0.3733
C 32.335 -39.110 -5.854 -0.7778
O 28.198 -43.575 -1.340 -0.6253
H 31.610 -44.502 -6.579 0.8646
O 27.105 -48.297 -12.828 -0.6046
C 24.954 -48.519 -11.717 -0.7996
C 30.942 -42.578 -12.383 0.7406
H 26.432 -43.079 -5.402 0.7791
F 28.540 -42.938 -7.945 -0.2690
C 31.661 -43.178 -13.512 -1.0297
C 36.113 -43.966 -7.065 -0.6792
C 25.008 -43.038 -8.943 0.3735
C 25.936 -46.740 -9.515 -1.5555
B 28.943 -44.245 -7.831 0.1570
C 30.814 -40.644 -4.507 0.4758
O 28.177 -46.823 -10.974 -0.4403
H 30.370 -42.252 -8.078 0.1994
H 31.770 -44.371 -13.465 0.2834
H 26.614 -42.486 -8.410 0.1212
C 22.647 -43.625 -9.639 0.5826
H 28.345 -46.253 -10.235 0.6382
H 26.370 -46.200 -8.785 1.1123
C 34.610 -43.602 -9.164 1.1659
C 27.518 -43.303 -3.679 0.4216
C 26.363 -48.012 -11.872 0.5347
H 30.802 -44.273 -11.360 0.3514
H 23.157 -43.190 -7.594 0.3103
O 32.446 -44.519 -6.042 -0.5095
F 28.667 -45.005 -9.013 0.0507
H 29.385 -44.071 -12.186 0.3451
H 21.576 -45.202 -11.181 0.3709
O 34.461 -43.413 -10.373 -0.6899
O 30.140 -40.877 -3.460 -0.5759
H 24.366 -49.189 -12.427 0.2989
O 22.846 -48.523 -10.500 -0.5484
H 37.166 -44.132 -6.578 0.3146
C 24.710 -43.995 -11.262 -1.0033
C 31.702 -39.455 -4.561 0.3128
H 31.475 -38.958 -2.641 0.3473
H 32.427 -43.788 -8.834 0.4286
O 23.833 -46.713 -8.718 -0.6754
C 25.757 -41.497 -4.053 0.9877
C 25.570 -43.348 -10.344 0.8394
C 34.874 -44.438 -6.352 0.4462
C 23.536 -43.303 -8.674 -0.7186
C 33.396 -43.987 -8.469 -0.4026
O 30.706 -41.310 -12.332 -0.6410
O 28.263 -44.402 -4.094 -0.5213
C 26.471 -42.590 -4.522 -0.8820
O 35.098 -44.865 -5.248 -0.5385
C 30.583 -41.395 -5.735 -0.3825
O 30.901 -41.584 -8.266 -0.4984
C 23.193 -44.274 -10.864 0.3715
O 36.934 -43.163 -9.417 -0.5642
H 27.136 -41.245 -0.846 0.4599
O 24.843 -40.976 -4.789 -0.7589
O 22.447 -45.090 -11.577 -0.4783
C 24.553 -47.163 -9.561 1.2033
C 27.650 -42.846 -2.245 0.4885
C 33.548 -44.302 -6.984 0.2942